A structure of composition C13H25KN6O8. Source: the OMol25 dataset; level of theory: ωB97M-V/def2-TZVPD.

DFT total energy: -2040.8906 Ha
largest force on an atom: 0.578 eV/Å
ΔE to the lowest compared entry with this formula, charge and spin: 0.943 eV
lowest unoccupied orbital energy: 4.19 eV
gap between HOMO and LUMO: 6.0 eV
total charge: -2

Atoms and positions in Å:
1 K -0.962585 0.695080 -0.812803
2 O 0.644173 -2.615560 1.531701
3 C -0.687191 -3.036203 1.232715
4 C -1.691098 -1.937157 1.514503
5 N -3.052400 -2.264439 1.101277
6 C -4.034747 -1.359409 1.695380
7 C -4.011058 0.191395 1.538168
8 O -5.064007 0.730650 1.927832
9 O -2.975780 0.777038 1.110707
10 C -3.241936 -2.564899 -0.325943
11 C -2.475792 -1.677969 -1.338579
12 O -1.294348 -2.029306 -1.631211
13 O -3.053055 -0.650244 -1.753355
14 H 0.839780 -1.831592 0.998461
15 H -0.891298 -3.893180 1.879891
16 H -0.765282 -3.347748 0.189636
17 H -1.423735 -0.984957 1.061390
18 H -1.711234 -1.729713 2.588632
19 H -3.987813 -1.503656 2.781081
20 H -5.032689 -1.672189 1.387097
21 H -4.307979 -2.466747 -0.532136
22 H -2.951114 -3.604393 -0.512687
23 N -2.006550 3.423050 1.245935
24 N -1.906098 4.070904 -0.006400
25 C -0.824316 3.678484 -0.862570
26 O -0.970082 3.986976 -2.059347
27 O 0.123125 3.055475 -0.315118
28 H -2.571144 2.557255 1.220072
29 H -2.384235 4.079130 1.916650
30 H -2.771215 4.080903 -0.528967
31 N 0.171741 2.744378 2.756433
32 C 0.893409 2.614514 3.655149
33 H -0.544221 2.989588 1.973553
34 C 1.841219 -1.820162 -2.417059
35 N 2.801963 -0.802149 -2.012859
36 C 3.628718 -0.264758 -3.069541
37 C 2.557863 -0.109286 -0.855468
38 O 1.525531 -0.266177 -0.215380
39 N 3.521622 0.800364 -0.454699
40 C 4.893285 0.348666 -0.339073
41 C 3.098124 1.698680 0.620556
42 H 2.377977 -2.674293 -2.838594
43 H 1.142873 -1.431201 -3.162821
44 H 1.241161 -2.140150 -1.572149
45 H 3.023356 -0.122892 -3.970099
46 H 4.455810 -0.938059 -3.321343
47 H 4.031608 0.702013 -2.778129
48 H 5.575440 1.194262 -0.455336
49 H 5.129975 -0.394476 -1.098244
50 H 5.078091 -0.102835 0.645050
51 H 2.122342 2.127527 0.397200
52 H 3.830198 2.506021 0.686206
53 H 3.043615 1.183446 1.584639

Forces on atoms 1 to 3 (eV/Å):
-0.19 0.05 0.02
0.04 -0.05 0.03
0.04 0.04 -0.06